Molecular formula: C2H8NO2
Method: DFT, the ωB97M-V functional and the def2-TZVPD basis

Values from the calculation:
Multiplicity: 2
ΔE to the lowest compared entry with this formula, charge and spin, kcal per mole: 6.1
LUMO energy (alpha / beta), eV: 0.790 / -1.754
Kohn-Sham gap (alpha / beta), eV: 10.4 / 7.8
Strongest force on any atom, Eh/bohr: 0.0301

Element x y z (Å)
1 C -1.09 -0.28 -0.46
2 N 0.02 -0.69 0.39
3 C 0.22 0.13 1.58
4 O -0.88 0.72 2.12
5 H -2.11 -0.55 -0.18
6 H -0.87 -0.61 -1.47
7 H -1.13 0.82 -0.48
8 H -0.02 -1.69 0.52
9 H 0.94 0.93 1.35
10 H 0.64 -0.55 2.34
11 H 1.72 -0.06 -1.59
12 H 0.95 1.22 -1.89
13 O 1.61 0.62 -2.26


Molecular formula: C6H13N5
Method: DFT, the ωB97M-V functional and the def2-TZVPD basis

Values from the calculation:
Multiplicity: 1
SMILES: CC(C)CN(N)c1ncn[nH]1
ΔE to the lowest compared entry with this formula, charge and spin, kcal per mole: 57.5
LUMO energy, eV: 0.760
Kohn-Sham gap, eV: 8.8
Strongest force on any atom, Eh/bohr: 0.0866

Element x y z (Å)
1 C 1.05 -2.79 -1.81
2 C 1.02 -0.87 -1.06
3 C -0.45 0.11 1.82
4 C -2.55 1.26 0.92
5 C -0.46 1.04 -0.53
6 C -1.30 0.41 0.57
7 N 0.25 -1.67 -1.87
8 N 2.27 -2.73 -1.35
9 N 2.28 -1.49 -0.79
10 N 1.90 1.10 -0.07
11 N 0.85 0.48 -0.72
12 H 0.71 -3.61 -2.34
13 H -0.31 1.01 2.44
14 H -1.01 -0.58 2.36
15 H 0.38 -0.45 1.49
16 H -2.16 2.08 1.46
17 H -3.30 0.77 1.52
18 H -2.98 1.55 0.00
19 H -1.06 0.76 -1.45
20 H -0.44 2.09 -0.50
21 H -1.72 -0.60 0.16
22 H 2.98 -1.07 -0.20
23 H 2.54 1.56 -0.74
24 H 1.51 1.66 0.68


Molecular formula: C22H52IN2O9P3Si4SnTe
Method: DFT, the ωB97M-V functional and the def2-TZVPD basis

Values from the calculation:
Multiplicity: 1
ΔE to the lowest compared entry with this formula, charge and spin, kcal per mole: 0.0
Charge: -2
LUMO energy, eV: 3.655
Kohn-Sham gap, eV: 5.6
Strongest force on any atom, Eh/bohr: 0.0303

Element x y z (Å)
1 Sn -0.01 1.34 2.23
2 O 0.23 -1.76 6.07
3 P -0.36 -0.91 4.80
4 O -0.01 -1.93 3.57
5 O 0.53 0.27 4.58
6 O -1.84 -0.75 5.06
7 P -2.95 0.58 3.73
8 O -2.18 -2.71 2.78
9 O -2.62 1.92 4.33
10 O -1.92 0.23 2.58
11 H 1.02 -1.28 6.35
12 H -2.22 -1.73 2.67
13 N 2.67 0.61 1.87
14 C 3.44 1.79 2.30
15 C 2.77 3.10 1.81
16 O 3.32 4.17 2.10
17 O 1.72 2.91 1.13
18 H 3.14 -0.25 2.10
19 H 2.54 0.65 0.86
20 H 4.47 1.81 1.93
21 H 3.48 1.83 3.39
22 C -0.98 -4.65 0.40
23 C -0.52 -3.30 0.98
24 P -0.62 -3.29 2.82
25 C 1.17 -3.96 2.91
26 C 1.74 -4.24 4.30
27 C -1.28 -4.79 3.67
28 C -1.82 -4.47 5.08
29 H -0.91 -4.64 -0.69
30 H -2.01 -4.85 0.68
31 H -0.36 -5.48 0.76
32 H -1.18 -2.52 0.62
33 H 0.50 -3.07 0.66
34 H 1.80 -3.20 2.42
35 H 1.23 -4.86 2.28
36 H 1.66 -3.36 4.93
37 H 2.80 -4.52 4.25
38 H 1.22 -5.06 4.80
39 H -0.52 -5.57 3.71
40 H -2.11 -5.13 3.04
41 H -1.01 -4.14 5.74
42 H -2.29 -5.35 5.51
43 H -2.55 -3.66 5.03
44 I 1.03 6.82 -0.25
45 C 0.08 5.79 1.29
46 C 0.16 6.22 2.60
47 C -0.45 5.46 3.58
48 C -1.11 4.29 3.22
49 N -1.19 3.88 1.94
50 C -0.59 4.61 1.00
51 H 0.70 7.12 2.85
52 H -0.41 5.75 4.62
53 H -1.61 3.64 3.94
54 H -0.63 4.21 -0.01
55 C 1.94 -2.09 -2.97
56 Si 1.80 -0.28 -3.48
57 C 3.22 0.62 -2.63
58 C 2.18 -0.23 -5.33
59 Si -0.24 0.62 -2.84
60 Te -0.55 0.66 -0.42
61 Si -0.30 2.79 -3.65
62 C -0.29 2.99 -5.52
63 C -1.85 3.66 -3.02
64 C 1.16 3.76 -2.97
65 Si -1.92 -0.61 -3.86
66 C -1.98 -2.39 -3.27
67 C -1.80 -0.68 -5.74
68 C -3.58 0.15 -3.46
69 H 2.97 -2.45 -3.04
70 H 1.30 -2.73 -3.59
71 H 1.61 -2.21 -1.93
72 H 4.14 0.02 -2.64
73 H 2.95 0.84 -1.59
74 H 3.42 1.58 -3.12
75 H 3.15 -0.69 -5.53
76 H 2.21 0.80 -5.69
77 H 1.42 -0.76 -5.91
78 H -1.22 2.61 -5.96
79 H 0.54 2.44 -5.98
80 H -0.19 4.05 -5.79
81 H -2.73 3.40 -3.63
82 H -1.73 4.74 -3.02
83 H -2.06 3.34 -2.00
84 H 2.09 3.52 -3.50
85 H 1.31 3.51 -1.91
86 H 0.99 4.84 -3.04
87 H -1.03 -2.90 -3.43
88 H -2.76 -2.95 -3.79
89 H -2.19 -2.42 -2.19
90 H -0.93 -1.25 -6.07
91 H -1.71 0.33 -6.17
92 H -2.70 -1.15 -6.16
93 H -3.65 0.33 -2.38
94 H -4.42 -0.50 -3.75
95 H -3.71 1.12 -3.96


Molecular formula: H35O17
Method: DFT, the ωB97M-V functional and the def2-TZVPD basis

Values from the calculation:
Multiplicity: 1
ΔE to the lowest compared entry with this formula, charge and spin, kcal per mole: 58.7
Charge: +1
LUMO energy, eV: -2.704
Kohn-Sham gap, eV: 10.5
Strongest force on any atom, Eh/bohr: 0.0330

Element x y z (Å)
1 O 1.30 -1.00 -2.34
2 H 0.84 0.37 -4.94
3 H 0.95 0.80 -3.57
4 O 1.08 1.17 -4.46
5 H 4.68 -0.73 -3.29
6 H 1.71 0.68 -0.28
7 O 1.51 -0.08 2.49
8 H 1.99 0.20 1.66
9 H 1.60 -1.06 2.38
10 O -0.34 -2.11 3.15
11 H -0.55 -2.19 2.21
12 H 1.19 -2.88 0.10
13 O 0.48 2.52 -0.75
14 H -3.82 0.08 -0.09
15 O -1.27 -0.45 -0.88
16 H -1.97 -1.04 -1.23
17 H -2.91 -2.97 -1.76
18 O 3.44 2.62 -0.53
19 H 0.34 -4.33 -1.09
20 H -2.69 3.78 3.16
21 O 1.07 -2.85 1.08
22 H 0.63 -0.99 -1.64
23 H -3.07 0.47 4.70
24 O 4.36 -0.14 -2.60
25 H 3.14 0.48 -0.52
26 H 4.76 0.73 -2.63
27 O -3.30 -2.15 -1.47
28 H 2.70 2.94 -1.07
29 H -3.90 -2.12 -0.72
30 O -3.27 0.00 0.68
31 H -1.57 0.25 2.64
32 H -0.18 2.85 -1.39
33 O -3.07 2.95 3.46
34 H 0.43 -0.09 2.23
35 H -3.74 2.73 2.80
36 O -0.86 0.15 1.96
37 H 2.07 -0.66 -1.83
38 H -1.40 -0.46 1.43
39 O -2.97 0.06 3.84
40 H 3.73 3.47 -0.19
41 H -1.05 0.20 -1.55
42 O -1.57 3.25 -2.16
43 H 0.31 2.67 0.19
44 H -1.03 3.71 -2.81
45 O 2.39 -0.01 -0.16
46 H -3.39 0.76 3.32
47 H 0.14 -2.94 3.26
48 O 1.30 -4.23 -0.97
49 H 1.57 -4.56 -1.85
50 H 1.77 -3.40 1.44
51 H -2.81 0.84 0.59
52 H -2.34 2.95 -2.66